Model i:
{"formula": "C5H7N3S", "method": "wB97M-V/def2-TZVPD", "lumo_energy_ha": 0.0035, "smiles": "CC/N=C/N=C\\N=C=S", "species": ["C", "C", "N", "C", "N", "C", "N", "C", "S", "H", "H", "H", "H", "H", "H", "H"], "positions_angstrom": [[-2.494, 0.985, 0.677], [-1.368, 0.952, -0.389], [-0.304, 0.042, 0.118], [0.087, -0.979, -0.495], [0.819, -1.932, 0.221], [2.008, -1.824, 0.609], [2.864, -0.878, 0.120], [3.045, 0.218, -0.354], [3.471, 1.662, -0.742], [-2.899, 0.079, 0.682], [-2.189, 1.378, 1.565], [-3.130, 1.784, 0.253], [-1.492, 0.621, -1.446], [-0.733, 1.817, -0.500], [-0.198, -1.359, -1.622], [2.512, -2.565, 1.304]], "mulliken_charge": [-1.084, -0.466, -0.374, -0.029, -0.366, 0.186, -0.315, 0.541, -0.339, 0.368, 0.356, 0.314, 0.357, 0.304, 0.235, 0.313]}

Model ii:
{"formula": "C5H7N3S", "method": "wB97M-V/def2-TZVPD", "lumo_energy_ha": 0.0217, "smiles": "Cc1nnn2c1SCC2", "species": ["C", "C", "N", "N", "N", "C", "S", "C", "C", "H", "H", "H", "H", "H", "H", "H"], "positions_angstrom": [[-2.560, -1.537, -0.030], [-1.492, -0.465, 0.049], [-1.856, 0.841, -0.092], [-0.889, 1.641, -0.095], [0.233, 0.922, 0.013], [-0.098, -0.385, 0.112], [1.347, -1.307, 0.285], [2.392, 0.124, -0.216], [1.604, 1.324, 0.239], [-3.401, -0.943, -0.298], [-2.321, -2.140, -0.935], [-2.463, -1.914, 0.979], [2.411, -0.094, -1.223], [3.496, 0.115, 0.076], [1.858, 1.475, 1.297], [1.738, 2.343, -0.161]], "mulliken_charge": [-1.082, 0.274, -0.223, -1.014, 0.716, 0.433, -0.199, -0.498, -0.539, 0.327, 0.262, 0.318, 0.289, 0.367, 0.239, 0.330]}

Verdict on stability: model ii comes out on top.

Model i:
{"formula": "C22H22Cl4N3OPmS3Si", "method": "wB97M-V/def2-TZVPD", "multiplicity": 5, "lumo_energy_ha": [-0.0093, -0.0092], "species": ["Pm", "C", "S", "C", "S", "N", "N", "C", "C", "C", "C", "C", "C", "N", "H", "H", "H", "H", "H", "H", "H", "H", "Cl", "C", "C", "C", "C", "C", "C", "C", "H", "H", "H", "H", "H", "H", "C", "S", "O", "C", "C", "C", "C", "C", "C", "H", "H", "H", "H", "H", "H", "H", "H", "Cl", "Si", "Cl", "Cl"], "positions_angstrom": [[-1.108, 0.907, -0.209], [-5.947, 2.549, 1.835], [-4.820, 1.929, 3.092], [-3.386, 1.527, 2.108], [-3.669, 0.569, 0.644], [-2.277, 1.882, 2.634], [-1.113, 1.564, 1.939], [-0.026, 1.458, 2.880], [1.283, 1.442, 2.142], [2.470, 1.853, 2.747], [3.658, 1.743, 2.054], [3.644, 1.226, 0.764], [2.429, 0.857, 0.227], [1.275, 0.950, 0.897], [-6.872, 2.807, 2.350], [-6.163, 1.792, 1.085], [-5.558, 3.443, 1.350], [-0.047, 2.305, 3.578], [2.435, 2.260, 3.748], [4.585, 2.066, 2.509], [4.547, 1.128, 0.180], [2.359, 0.486, -0.791], [-0.223, -4.787, 0.362], [-0.189, -3.360, 1.376], [-1.362, -2.657, 1.584], [-1.322, -1.526, 2.388], [-0.132, -1.086, 2.967], [-0.115, 0.180, 3.770], [1.027, -1.822, 2.734], [1.009, -2.960, 1.941], [-2.288, -2.972, 1.123], [-2.225, -0.943, 2.528], [0.720, 0.169, 4.476], [-1.033, 0.266, 4.354], [1.963, -1.497, 3.173], [1.909, -3.532, 1.763], [-0.742, -3.098, -2.928], [0.344, -2.097, -1.932], [-0.595, -1.046, -1.364], [1.293, -1.295, -3.187], [2.663, -1.518, -3.170], [3.456, -0.901, -4.129], [2.874, -0.066, -5.069], [1.502, 0.167, -5.063], [0.701, -0.450, -4.120], [-1.308, -2.458, -3.602], [-1.402, -3.623, -2.241], [-0.137, -3.815, -3.482], [3.101, -2.163, -2.418], [4.525, -1.066, -4.135], [3.493, 0.419, -5.813], [1.063, 0.842, -5.785], [-0.363, -0.251, -4.079], [0.231, 2.246, -2.144], [-1.991, 2.449, -2.653], [-1.825, 3.932, -4.140], [-2.321, 3.576, -0.849]], "mulliken_spin": [4.050, 0.000, -0.001, -0.003, -0.016, 0.005, -0.030, 0.002, -0.006, -0.001, 0.001, 0.000, -0.001, 0.002, 0.000, 0.000, 0.000, -0.003, 0.000, 0.000, 0.000, 0.000, 0.000, 0.000, -0.001, 0.003, -0.002, 0.000, 0.000, 0.000, 0.000, -0.001, 0.000, -0.001, 0.000, 0.000, 0.000, 0.000, 0.005, 0.000, 0.000, 0.000, 0.000, 0.000, 0.000, 0.000, 0.000, 0.000, 0.000, 0.000, 0.000, 0.000, 0.000, -0.002, 0.002, 0.000, -0.002]}

Model ii:
{"formula": "C22H22Cl4N3OPmS3Si", "method": "wB97M-V/def2-TZVPD", "multiplicity": 5, "lumo_energy_ha": [-0.0069, -0.0062], "species": ["Pm", "C", "S", "C", "S", "N", "N", "C", "C", "C", "C", "C", "C", "N", "H", "H", "H", "H", "H", "H", "H", "H", "Cl", "C", "C", "C", "C", "C", "C", "C", "H", "H", "H", "H", "H", "H", "C", "S", "O", "C", "C", "C", "C", "C", "C", "H", "H", "H", "H", "H", "H", "H", "H", "Cl", "Si", "Cl", "Cl"], "positions_angstrom": [[-1.121, 0.802, 0.067], [-6.389, 1.446, -0.125], [-5.888, -0.046, -1.050], [-4.147, 0.015, -0.711], [-3.269, 1.356, -1.472], [-3.708, -0.943, 0.005], [-2.414, -0.994, 0.427], [-2.014, -2.350, 0.703], [-0.692, -2.332, 1.420], [-0.350, -3.308, 2.352], [0.902, -3.277, 2.934], [1.778, -2.263, 2.572], [1.360, -1.332, 1.639], [0.158, -1.357, 1.068], [-7.464, 1.546, -0.249], [-5.873, 2.310, -0.535], [-6.138, 1.309, 0.923], [-2.774, -2.892, 1.289], [-1.062, -4.074, 2.619], [1.193, -4.017, 3.663], [2.758, -2.191, 3.015], [2.024, -0.532, 1.328], [2.056, -0.295, -4.205], [0.946, -1.104, -3.150], [-0.369, -0.679, -3.086], [-1.259, -1.366, -2.267], [-0.841, -2.481, -1.523], [-1.814, -3.175, -0.633], [0.493, -2.866, -1.603], [1.387, -2.190, -2.414], [-0.711, 0.150, -3.688], [-2.312, -1.112, -2.319], [-1.482, -4.184, -0.386], [-2.797, -3.224, -1.104], [0.834, -3.729, -1.053], [2.408, -2.525, -2.502], [2.382, 2.668, -2.632], [2.108, 1.232, -1.541], [0.652, 1.329, -1.196], [2.957, 1.880, -0.080], [3.928, 1.083, 0.508], [4.497, 1.472, 1.709], [4.087, 2.649, 2.317], [3.139, 3.458, 1.710], [2.565, 3.070, 0.510], [2.026, 3.573, -2.155], [1.824, 2.477, -3.543], [3.444, 2.732, -2.842], [4.217, 0.158, 0.028], [5.242, 0.845, 2.177], [4.496, 2.926, 3.278], [2.818, 4.375, 2.182], [1.788, 3.674, 0.063], [0.236, 1.690, 2.117], [-1.467, 3.550, 1.038], [-1.386, 4.865, 2.590], [-2.959, 2.198, 1.810]], "mulliken_spin": [4.046, 0.000, -0.001, 0.004, -0.016, -0.003, -0.017, -0.004, -0.005, 0.000, 0.000, 0.000, -0.004, -0.001, 0.000, 0.000, 0.000, -0.002, 0.000, 0.000, 0.000, 0.002, 0.000, 0.001, -0.006, 0.003, -0.003, 0.001, 0.001, 0.000, 0.000, 0.002, 0.000, -0.001, 0.000, 0.000, 0.000, 0.000, 0.002, 0.001, 0.000, 0.000, 0.000, 0.000, 0.000, 0.000, 0.000, 0.000, 0.000, 0.000, 0.000, 0.000, 0.000, -0.001, 0.003, 0.000, -0.002]}

Verdict on stability: model i comes out on top.

Model i:
{"formula": "FNO4P", "method": "wB97M-V/def2-TZVPD", "total_charge": -1, "lumo_energy_ha": 0.0773, "species": ["N", "O", "O", "O", "O", "F", "P"], "positions_angstrom": [[-0.183, -0.077, 1.087], [0.636, 1.229, -0.812], [-1.653, -0.106, -0.925], [0.593, -1.231, -1.463], [-0.372, 0.799, 1.873], [1.160, -0.588, 1.248], [-0.181, -0.026, -1.008]], "mulliken_charge": [0.433, -0.630, -0.675, -0.676, -0.272, -0.203, 1.022]}

Model ii:
{"formula": "FNO4P", "method": "wB97M-V/def2-TZVPD", "total_charge": -1, "lumo_energy_ha": [0.1172, 0.1171], "species": ["N", "O", "O", "O", "O", "F", "P"], "positions_angstrom": [[0.873, 0.154, 0.327], [-0.242, -0.253, -1.372], [-1.486, 1.261, 0.295], [-1.671, -1.302, 0.502], [1.474, 1.105, 0.098], [1.753, -1.111, 0.178], [-1.060, -0.099, -0.089]], "mulliken_charge": [0.516, -0.575, -0.672, -0.669, -0.288, -0.338, 1.026]}

Verdict on stability: model ii comes out on top.